[1]
6 unconnected molecules or ions with the total composition C25H45NO8 at a distorted geometry. Source: the Open Molecules 2025 dataset; level of theory: ωB97M-V with the def2-TZVPD basis set.

Each line ends with the Löwdin charge.
Element x y z (Å)
O1 -0.78 0.29 1.40  0.1696
C1 -0.04 -0.52 1.00  -0.3147
N1 0.73 -1.36 0.59  0.1973
C2 2.07 -1.17 1.19  -0.2231
C3 3.02 -0.18 0.54  -0.0876
C4 4.16 -0.46 1.51  -0.1451
O2 4.26 -1.89 1.40  0.0303
C5 3.00 -2.38 1.23  -0.4517
O3 2.79 -3.53 1.12  0.1677
H1 1.93 -0.89 2.24  0.1527
H2 2.70 0.84 0.42  0.1226
H3 3.36 -0.67 -0.35  0.1277
H4 5.08 0.09 1.37  0.1276
H5 3.83 -0.27 2.53  0.1228
C6 0.29 1.04 -3.86  -0.1602
C7 1.27 2.20 -3.77  -0.1604
C8 1.85 2.01 -2.38  -0.1999
O4 1.82 0.61 -2.11  -0.1690
C9 1.02 -0.05 -3.11  -0.1902
H6 0.04 0.75 -4.88  0.1096
H7 -0.64 1.30 -3.35  0.0983
H8 2.06 2.08 -4.52  0.1176
H9 0.81 3.17 -3.92  0.0989
H10 1.23 2.52 -1.62  0.1101
H11 2.87 2.37 -2.29  0.1169
H12 1.70 -0.61 -3.76  0.1133
H13 0.35 -0.76 -2.62  0.1135
C10 -0.83 1.98 6.44  -0.1630
C11 -1.59 1.18 5.39  -0.1571
C12 -0.45 0.68 4.51  -0.2150
O5 0.69 0.52 5.36  -0.1659
C13 0.43 1.15 6.62  -0.1997
H14 -1.38 2.12 7.37  0.1131
H15 -0.57 2.97 6.05  0.1143
H16 -2.10 0.34 5.87  0.1033
H17 -2.33 1.76 4.84  0.1154
H18 -0.21 1.40 3.73  0.1108
H19 -0.68 -0.28 4.04  0.1057
H20 0.28 0.36 7.37  0.1094
H21 1.30 1.74 6.92  0.1176
C14 0.22 -3.92 5.94  -0.1645
C15 0.01 -2.51 6.47  -0.1717
C16 -1.46 -2.54 6.84  -0.2121
O6 -1.77 -3.88 7.21  -0.1392
C17 -0.68 -4.74 6.85  -0.2045
H22 1.26 -4.25 5.97  0.1129
H23 -0.13 -3.99 4.91  0.1153
H24 0.62 -2.36 7.37  0.1189
H25 0.26 -1.73 5.76  0.0876
H26 -2.09 -2.27 5.98  0.1137
H27 -1.71 -1.87 7.66  0.1144
H28 -0.16 -5.03 7.77  0.1161
H29 -1.07 -5.63 6.37  0.1157
C18 0.24 -3.28 -6.70  -0.1713
C19 -1.00 -2.90 -7.49  -0.1728
C20 -0.92 -1.38 -7.48  -0.2091
O7 0.47 -1.05 -7.44  -0.1486
C21 1.23 -2.22 -7.14  -0.2059
H30 0.59 -4.30 -6.89  0.1119
H31 0.04 -3.18 -5.63  0.1123
H32 -0.92 -3.28 -8.52  0.1134
H33 -1.93 -3.28 -7.07  0.1116
H34 -1.40 -0.97 -6.59  0.1107
H35 -1.37 -0.93 -8.36  0.1157
H36 1.76 -2.53 -8.05  0.1165
H37 1.98 -1.99 -6.38  0.1109
C22 -2.80 4.99 -2.27  -0.1679
C23 -3.76 4.41 -3.30  -0.1693
C24 -2.81 3.84 -4.34  -0.1919
O8 -1.63 3.44 -3.63  -0.1756
C25 -1.67 3.96 -2.30  -0.2049
H38 -3.23 5.11 -1.28  0.1127
H39 -2.43 5.96 -2.61  0.1149
H40 -4.35 3.61 -2.85  0.1146
H41 -4.45 5.14 -3.72  0.1120
H42 -2.52 4.59 -5.07  0.1192
H43 -3.22 2.98 -4.87  0.1188
H44 -1.87 3.13 -1.61  0.1211
H45 -0.70 4.39 -2.05  0.1149

Results
Relative energy (zero: lowest compared OMol25 entry of this formula, charge and spin)   0.000 eV
HOMO energy   -0.343 Ha
LUMO   0.0193 Ha
SMILES   O=C=N[C@@H]1CCOC1=O.C1CCOC1.C1CCOC1.C1CCOC1.C1CCOC1.C1CCOC1
Multiplicity   1

=====

[2]
A molecular structure, C25H46BN14O3STi at a distorted geometry. Source: the Open Molecules 2025 dataset; level of theory: ωB97M-V with the def2-TZVPD basis set.

Each line ends with the Löwdin spin population.
Element x y z (Å)
Ti1 -0.87 -0.13 0.10  0.8967
N1 -1.72 1.90 2.88  0.0014
C1 -2.42 2.09 1.77  0.0054
N2 -3.20 3.15 1.69  0.0005
C2 -3.93 3.23 0.59  0.0012
N3 -4.67 4.31 0.41  0.0012
N4 -4.00 2.26 -0.37  0.0054
C3 -3.21 1.26 -0.21  0.0070
N5 -2.29 1.15 0.77  0.0140
C4 -3.40 0.04 -1.06  0.0041
C5 -4.37 -0.02 -2.04  0.0028
C6 -4.68 -1.25 -2.60  0.0034
C7 -4.04 -2.37 -2.13  0.0015
C8 -3.06 -2.22 -1.16  0.0058
N6 -2.70 -1.03 -0.68  0.0038
H1 -1.88 2.54 3.64  0.0000
H2 -1.18 1.06 3.02  0.0011
H3 -4.72 5.00 1.14  0.0001
H4 -5.32 4.35 -0.36  0.0000
H5 -4.89 0.89 -2.31  0.0002
H6 -5.43 -1.33 -3.38  0.0001
H7 -4.30 -3.36 -2.48  0.0000
H8 -2.55 -3.07 -0.74  0.0002
N7 1.08 -3.03 2.58  0.0002
N8 -0.05 -3.67 3.09  -0.0001
C9 -1.29 -3.28 2.87  -0.0010
N9 -2.25 -4.05 3.41  -0.0004
S1 -1.82 -1.92 1.96  -0.0052
H9 1.85 -3.37 3.14  0.0000
H10 0.96 -2.05 2.79  -0.0001
H11 0.11 -4.57 3.51  0.0000
H12 -2.04 -4.83 4.00  -0.0001
H13 -3.20 -3.74 3.33  -0.0001
C10 -1.31 1.80 -3.83  0.0000
N10 -0.16 2.44 -3.17  -0.0003
C11 0.60 3.40 -3.99  -0.0001
C12 0.12 2.23 -1.91  -0.0003
C13 1.15 3.09 -1.24  0.0000
O1 -0.48 1.32 -1.26  -0.0017
H14 -0.98 1.06 -4.55  0.0000
H15 -1.95 1.34 -3.09  0.0000
H16 -1.88 2.57 -4.35  0.0000
H17 0.45 3.15 -5.03  0.0000
H18 1.66 3.34 -3.77  0.0000
H19 0.27 4.43 -3.82  0.0000
H20 0.97 4.14 -1.46  0.0000
H21 2.15 2.83 -1.58  0.0000
H22 1.11 2.91 -0.17  0.0000
C14 1.38 1.89 4.39  0.0000
C15 1.94 0.82 3.47  -0.0010
C16 2.75 -0.16 4.31  0.0001
O2 0.80 0.09 2.88  0.0045
B1 0.70 0.36 1.51  0.0221
O3 1.76 1.16 1.12  0.0076
C17 2.70 1.39 2.21  -0.0010
C18 2.99 2.88 2.28  0.0001
C19 3.97 0.64 1.86  0.0001
H23 0.73 1.41 5.12  0.0000
H24 0.81 2.64 3.84  0.0000
H25 2.19 2.39 4.93  0.0000
H26 2.10 -0.58 5.08  0.0000
H27 3.57 0.37 4.81  0.0000
H28 3.17 -0.97 3.72  0.0000
H29 2.07 3.46 2.33  0.0000
H30 3.53 3.18 1.38  0.0000
H31 3.61 3.11 3.14  0.0000
H32 3.79 -0.43 1.73  0.0000
H33 4.73 0.78 2.64  0.0000
H34 4.36 1.03 0.92  0.0000
C20 0.00 -1.36 -2.64  0.0026
N11 0.46 -1.45 -1.19  0.0089
C21 0.51 -2.93 -0.86  0.0010
N12 1.35 -3.67 -1.78  -0.0003
C22 0.86 -3.52 -3.15  0.0000
N13 0.85 -2.10 -3.55  0.0004
C23 2.22 -1.57 -3.45  0.0001
N14 2.74 -1.71 -2.09  0.0016
C24 1.90 -0.98 -1.17  0.0044
C25 2.72 -3.14 -1.72  0.0001
H35 -1.00 -1.77 -2.71  0.0003
H36 0.00 -0.33 -2.93  0.0003
H37 -0.50 -3.32 -0.90  0.0001
H38 0.89 -3.03 0.14  0.0003
H39 -0.15 -3.91 -3.23  0.0000
H40 1.51 -4.07 -3.83  0.0000
H41 2.22 -0.51 -3.73  0.0000
H42 2.87 -2.11 -4.14  0.0000
H43 1.92 0.08 -1.41  0.0003
H44 2.27 -1.11 -0.16  0.0005
H45 3.12 -3.25 -0.71  0.0000
H46 3.35 -3.69 -2.41  0.0000

Results
Relative energy (zero: lowest compared OMol25 entry of this formula, charge and spin)   0.225 eV
HOMO energy (spin up / spin down)   -0.480 / -0.490 Ha
⟨S²⟩   0.754
LUMO (spin up / spin down)   -0.2038 / -0.2080 Ha
Total charge   +2
Multiplicity   2

=====

[3]
8 unconnected molecules or ions with the total composition C25H46Br2O21 at a distorted geometry. Source: the Open Molecules 2025 dataset; level of theory: ωB97M-V with the def2-TZVPD basis set.

Each line ends with the Löwdin charge.
Element x y z (Å)
C1 -10.23 4.59 -2.36  -0.0049
C2 -8.76 4.69 -1.97  -0.3260
C3 -8.39 4.42 -0.57  -0.1082
O1 -7.68 3.24 -0.76  0.0846
C4 -7.28 2.99 -1.98  -0.5936
O2 -6.54 2.10 -2.31  0.1500
O3 -7.91 3.86 -2.76  0.1018
H1 -10.67 5.58 -2.21  0.0860
H2 -10.80 3.80 -1.86  0.0888
H3 -10.37 4.39 -3.42  0.0851
H4 -8.28 5.64 -2.22  0.1531
H5 -9.18 4.26 0.16  0.1454
H6 -7.72 5.22 -0.26  0.1380
C5 2.22 -8.75 6.38  -0.0126
C6 3.72 -9.05 6.38  -0.3391
C7 4.03 -10.61 6.37  -0.0265
O4 5.00 -10.71 5.30  0.1064
C8 5.09 -9.64 4.64  -0.5979
O5 5.93 -9.39 3.80  0.1315
O6 4.26 -8.67 5.14  0.0640
H7 1.97 -9.21 7.33  0.0882
H8 1.94 -9.45 5.60  0.0866
H9 1.92 -7.70 6.30  0.0946
H10 4.22 -8.56 7.21  0.1473
H11 3.05 -11.04 6.18  0.1224
H12 4.57 -11.01 7.23  0.1368
C9 -4.97 3.18 5.24  -0.0430
O7 -4.12 4.06 5.99  -0.0145
C10 -4.38 5.41 5.96  -0.5750
O8 -5.17 5.92 5.17  0.0942
O9 -3.53 6.02 6.74  0.0265
C11 -3.87 7.29 7.19  -0.0594
H13 -5.70 2.81 5.96  0.0913
H14 -4.38 2.32 4.94  0.0895
H15 -5.50 3.56 4.36  0.0911
H16 -3.94 8.05 6.41  0.1001
H17 -3.09 7.69 7.84  0.0947
H18 -4.75 7.26 7.82  0.1045
C12 5.10 6.27 -6.18  -0.0573
O10 4.45 5.02 -6.30  -0.0184
C13 4.42 4.13 -5.29  -0.5669
O11 4.74 4.40 -4.15  0.1268
O12 4.01 2.95 -5.77  -0.0073
C14 3.78 1.81 -5.04  -0.0669
H19 5.06 6.78 -7.14  0.0909
H20 6.15 6.23 -5.89  0.0986
H21 4.50 6.86 -5.49  0.0962
H22 4.69 1.37 -4.63  0.1003
H23 3.55 1.05 -5.78  0.0957
H24 2.95 2.02 -4.35  0.1083
C15 -0.46 -0.49 0.66  -0.0699
O13 0.52 -1.46 0.35  -0.0226
C16 0.59 -2.69 0.96  -0.4826
O14 -0.16 -2.99 1.93  0.0657
O15 1.58 -3.43 0.41  -0.0016
C17 1.94 -4.69 0.93  -0.0532
H25 -0.37 0.40 0.04  0.0917
H26 -0.53 -0.19 1.71  0.0934
H27 -1.46 -0.83 0.40  0.0927
H28 1.29 -5.53 0.69  0.0934
H29 1.98 -4.63 2.02  0.0970
H30 2.88 -5.06 0.50  0.0962
C18 -1.89 6.97 -5.43  -0.0877
O16 -1.04 7.40 -6.45  -0.0254
C19 -0.60 8.72 -6.46  -0.5260
O17 -0.69 9.46 -5.53  0.1415
O18 -0.15 9.00 -7.71  -0.0203
C20 -0.04 10.29 -8.23  -0.0510
H31 -2.74 6.49 -5.92  0.0968
H32 -2.39 7.68 -4.78  0.0887
H33 -1.31 6.39 -4.71  0.0966
H34 -0.63 10.48 -9.13  0.0951
H35 1.03 10.28 -8.45  0.0977
H36 -0.25 11.04 -7.46  0.0940
C21 6.16 -9.83 -3.84  -0.0527
O19 6.07 -9.25 -5.14  -0.0313
C22 5.65 -7.93 -5.20  -0.5768
O20 5.22 -7.35 -4.22  0.1095
O21 5.66 -7.58 -6.44  0.0332
C23 5.30 -6.34 -6.89  -0.0649
H37 5.18 -9.66 -3.39  0.0947
H38 6.91 -9.18 -3.39  0.0908
H39 6.61 -10.79 -3.57  0.0940
H40 5.07 -5.62 -6.11  0.1019
H41 4.38 -6.41 -7.46  0.0996
H42 6.08 -6.01 -7.57  0.1020
Br1 -1.68 -3.68 8.04  0.5879
C24 -0.36 -2.24 8.17  -0.6955
C25 0.49 -2.47 9.45  -0.6668
Br2 1.84 -3.83 9.03  0.5817
H43 -0.87 -1.29 8.06  0.0549
H44 0.26 -2.27 7.27  0.0390
H45 -0.17 -2.81 10.25  0.0419
H46 1.01 -1.53 9.65  0.0551

Results
HOMO energy   -0.373 Ha
LUMO   0.0151 Ha
SMILES   C[C@H]1COC(=O)O1.C[C@H]1COC(=O)O1.COC(=O)OC.COC(=O)OC.COC(=O)OC.COC(=O)OC.COC(=O)OC.BrCCBr
Multiplicity   1

=====

[4]
A molecular structure, C25H46Cl2IrN2O4S3Si at a distorted geometry. Source: the Open Molecules 2025 dataset; level of theory: ωB97M-V with the def2-TZVPD basis set.

Each line ends with the Löwdin charge.
Element x y z (Å)
Ir1 0.38 0.14 -0.26  0.6143
Cl1 1.73 0.89 1.87  0.5704
C1 0.35 1.57 2.79  -0.8638
Cl2 -1.18 1.37 1.91  0.5925
H1 0.53 2.63 2.91  0.0449
H2 0.28 1.05 3.73  0.0435
C2 1.55 -3.52 0.16  -0.0609
N1 0.25 -3.76 0.78  -0.1111
C3 -0.29 -5.10 0.58  -0.0294
C4 -0.45 -2.75 1.30  -0.4712
O1 -0.13 -1.54 1.13  -0.1920
N2 -1.56 -3.04 2.04  -0.1358
C5 -1.53 -4.08 3.06  -0.0379
C6 -2.52 -1.97 2.28  -0.0483
H3 2.17 -4.41 0.30  0.1041
H4 2.04 -2.67 0.63  0.0556
H5 1.44 -3.31 -0.90  0.0545
H6 -0.08 -5.41 -0.45  0.1000
H7 -1.37 -5.11 0.73  0.0887
H8 0.17 -5.82 1.25  0.0993
H9 -0.54 -4.52 3.13  0.0924
H10 -2.26 -4.87 2.87  0.0953
H11 -1.76 -3.63 4.03  0.0964
H12 -2.59 -1.33 1.41  0.0742
H13 -2.24 -1.36 3.14  0.0859
H14 -3.49 -2.43 2.47  0.0996
S1 -1.46 -1.14 -2.71  0.8729
C7 -0.71 -0.51 -1.55  -0.9195
C8 4.11 0.80 -5.76  -0.0299
C9 2.66 0.33 -5.64  -0.6078
C10 1.73 1.37 -6.25  -0.0253
C11 2.47 -1.02 -6.30  -0.0205
O2 2.27 0.19 -4.23  -0.1350
Si1 3.31 -0.01 -3.00  -0.0425
S2 2.32 -0.57 -1.13  0.4310
O3 4.13 1.36 -2.79  -0.1348
C12 5.17 1.88 -1.94  -0.6270
C13 5.70 3.11 -2.67  -0.0222
C14 4.57 2.27 -0.60  -0.0430
C15 6.27 0.84 -1.76  -0.0213
O4 4.34 -1.23 -3.21  -0.1420
C16 4.43 -2.66 -3.07  -0.6276
C17 3.09 -3.32 -3.38  -0.0230
C18 4.87 -2.98 -1.65  -0.0259
C19 5.49 -3.11 -4.07  -0.0149
H15 4.37 0.89 -6.81  0.1008
H16 4.79 0.08 -5.30  0.0803
H17 4.24 1.76 -5.28  0.0855
H18 2.01 1.54 -7.29  0.0949
H19 1.80 2.31 -5.70  0.0957
H20 0.71 1.02 -6.22  0.0814
H21 2.62 -0.93 -7.38  0.0971
H22 1.47 -1.40 -6.12  0.0934
H23 3.20 -1.74 -5.92  0.0615
H24 4.90 3.84 -2.80  0.0921
H25 6.08 2.83 -3.65  0.0882
H26 6.51 3.57 -2.10  0.0920
H27 3.80 3.03 -0.74  0.0776
H28 5.35 2.67 0.05  0.0953
H29 4.12 1.41 -0.11  0.0311
H30 6.59 0.46 -2.73  0.0934
H31 5.91 0.00 -1.17  0.0773
H32 7.12 1.28 -1.26  0.0947
H33 2.32 -2.99 -2.68  0.0358
H34 3.19 -4.40 -3.31  0.0988
H35 2.76 -3.07 -4.39  0.0726
H36 4.13 -2.63 -0.93  0.0406
H37 5.82 -2.49 -1.43  0.0884
H38 4.99 -4.06 -1.52  0.0953
H39 5.18 -2.85 -5.08  0.0831
H40 5.64 -4.18 -4.01  0.0942
H41 6.43 -2.61 -3.86  0.0931
S3 0.59 2.32 -0.82  0.5858
C20 -0.53 2.88 -2.09  -0.6013
C21 -0.80 2.21 -3.27  -0.1389
C22 -1.74 2.74 -4.16  -0.0768
C23 -2.37 3.95 -3.89  -0.0814
C24 -2.06 4.64 -2.73  -0.0774
C25 -1.15 4.10 -1.82  -0.1268
H42 -0.27 1.31 -3.51  0.0588
H43 -1.97 2.22 -5.07  0.1065
H44 -3.09 4.35 -4.59  0.1068
H45 -2.53 5.59 -2.51  0.1089
H46 -0.93 4.62 -0.90  0.0987

Results
Relative energy (zero: lowest compared OMol25 entry of this formula, charge and spin)   0.030 eV
HOMO energy (spin up / spin down)   -0.378 / -0.378 Ha
LUMO (spin up / spin down)   -0.1498 / -0.1498 Ha
Total charge   +1
Multiplicity   1

=====

[5]
6 unconnected molecules or ions with the total composition C25H46ClN2O11 at a distorted geometry. Source: the Open Molecules 2025 dataset; level of theory: ωB97M-V with the def2-TZVPD basis set.

Each line ends with the Löwdin charge.
Element x y z (Å)
C1 -6.78 -3.25 3.34  0.0633
C2 -7.15 -2.36 2.43  -0.1009
C3 -6.60 -2.44 1.06  -0.2208
C4 -7.15 -2.92 -0.07  -0.0085
N1 -6.19 -2.78 -1.07  -0.4120
Cl1 -6.38 -3.26 -2.66  0.8768
C5 -5.09 -2.24 -0.56  -0.4108
O1 -3.99 -1.99 -1.22  0.1544
N2 -5.32 -2.01 0.73  0.2328
H1 -7.26 -3.32 4.31  0.0743
H2 -5.97 -3.94 3.15  0.0784
H3 -7.85 -1.56 2.65  0.1128
H4 -8.13 -3.35 -0.22  0.1429
H5 -3.22 -2.12 -0.60  0.0906
H6 -4.66 -1.59 1.37  0.1957
O2 -1.71 -2.04 0.15  0.0484
C6 -1.02 -1.05 -0.04  -0.4969
O3 -0.46 -0.48 1.01  0.0401
C7 0.51 0.59 0.91  -0.1964
C8 -0.15 1.93 0.75  -0.0600
C9 -0.85 -0.45 -1.41  0.0361
H7 1.22 0.38 0.11  0.1160
H8 1.07 0.54 1.84  0.1130
H9 -0.73 1.99 -0.17  0.0750
H10 0.61 2.71 0.72  0.0658
H11 -0.84 2.13 1.58  0.0895
H12 -1.71 0.18 -1.63  0.1050
H13 -0.82 -1.26 -2.14  0.1014
H14 0.05 0.14 -1.53  0.0797
O4 1.79 3.04 -1.22  0.0760
C10 2.49 4.02 -1.36  -0.5150
O5 3.01 4.58 -0.26  -0.0066
C11 3.98 5.64 -0.28  -0.2223
C12 3.31 6.99 -0.43  -0.0485
C13 2.72 4.65 -2.71  0.0212
H15 4.74 5.46 -1.04  0.1183
H16 4.48 5.59 0.68  0.1109
H17 2.77 7.07 -1.38  0.0699
H18 4.05 7.78 -0.38  0.0878
H19 2.58 7.13 0.37  0.0867
H20 1.87 5.29 -2.94  0.1010
H21 2.78 3.86 -3.45  0.0916
H22 3.63 5.24 -2.78  0.0734
O6 -6.35 -8.35 -7.64  0.1233
C14 -5.61 -8.01 -6.77  -0.5204
O7 -6.15 -7.51 -5.63  -0.0053
C15 -5.39 -7.22 -4.47  -0.2418
C16 -4.76 -5.84 -4.54  -0.0853
C17 -4.11 -8.05 -6.93  0.0129
H23 -4.65 -8.00 -4.28  0.1151
H24 -6.10 -7.26 -3.64  0.1210
H25 -4.05 -5.76 -5.36  0.0718
H26 -4.23 -5.61 -3.61  0.0731
H27 -5.53 -5.09 -4.70  0.0453
H28 -3.80 -7.16 -7.48  0.0968
H29 -3.86 -8.93 -7.52  0.0938
H30 -3.56 -8.10 -5.99  0.0672
O8 1.42 5.89 3.21  0.1085
C18 1.77 4.77 3.45  -0.5109
O9 0.92 3.97 4.14  -0.0040
C19 1.16 2.58 4.34  -0.2506
C20 2.07 2.32 5.52  -0.0560
C21 3.13 4.24 3.06  0.0215
H31 1.54 2.12 3.42  0.0876
H32 0.17 2.15 4.53  0.1221
H33 3.06 2.75 5.37  0.0721
H34 2.19 1.24 5.68  0.0813
H35 1.65 2.76 6.42  0.0860
H36 3.86 4.56 3.80  0.1051
H37 3.39 4.67 2.10  0.0513
H38 3.18 3.16 2.95  0.0666
O10 6.35 3.42 2.66  0.1078
C22 6.52 2.35 2.15  -0.5198
O11 5.44 1.58 1.91  -0.0140
C23 5.50 0.36 1.16  -0.2383
C24 5.90 -0.82 2.03  -0.0610
C25 7.90 1.82 1.85  0.0174
H39 6.15 0.48 0.30  0.1140
H40 4.49 0.22 0.78  0.1151
H41 6.90 -0.69 2.44  0.0704
H42 5.89 -1.74 1.44  0.0835
H43 5.21 -0.92 2.86  0.0827
H44 8.32 1.40 2.77  0.1003
H45 8.52 2.66 1.54  0.0940
H46 7.93 1.07 1.07  0.0697

Results
HOMO energy   -0.420 Ha
LUMO   -0.1020 Ha
Total charge   +1
Multiplicity   1

=====

The records above yield E values of -44522.1708; -88295.8369; -209749.0472; -106108.4347; -64689.1042 eV, respectively.